No. 1
2 unconnected molecules or ions with the total composition C6H8N2O in a non-equilibrium geometry. Source: OMol25; level of theory: ωB97M-V/def2-TZVPD.

Values from the calculation:
SMILES = C=C(C#N)NC.C=C=O
maximum force = 1.865 eV Å⁻¹
charge = 0
gap between HOMO and LUMO = 9.82 eV

Atoms and positions in Å:
C: -1.857 -1.343 0.587
C: 1.798 -0.177 0.717
N: 0.595 0.579 0.465
C: -1.489 -0.584 1.579
C: 0.092 0.708 -0.840
C: 0.549 0.087 -1.944
C: -0.875 1.740 -0.994
O: -1.361 0.053 2.549
N: -1.666 2.560 -1.123
H: 0.464 1.387 1.055
H: -1.287 -1.450 -0.315
H: -2.682 -2.024 0.695
H: 1.668 -1.197 0.350
H: 2.679 0.264 0.231
H: 1.967 -0.214 1.792
H: 0.100 0.285 -2.899
H: 1.307 -0.675 -1.905

Atomic partial charges in e from the Mulliken method, atoms 1 to 2:
1 C -1.0783
2 C -1.0624



No. 2
C6H8N2O in the gas phase in a non-equilibrium geometry. Source: OMol25; level of theory: ωB97M-V/def2-TZVPD.

Values from the calculation:
SMILES = CC(=O)c1nccn1C
maximum force = 9.703 eV Å⁻¹
charge = 0
gap between HOMO and LUMO = 9.46 eV

Atoms and positions in Å:
C: 2.307 0.113 -1.403
C: 1.146 -0.530 -0.840
C: 0.095 0.284 -0.162
C: -0.811 2.027 0.811
C: -1.471 0.952 1.134
C: -1.356 -1.473 0.737
H: 2.323 0.805 -2.028
H: 2.725 0.602 -0.674
H: 2.983 -0.715 -1.885
H: -1.083 2.989 0.934
H: -2.576 0.821 1.819
H: -1.640 -2.002 -0.383
H: -0.650 -2.143 1.007
H: -2.096 -1.497 1.291
N: 0.217 1.666 0.044
N: -0.916 -0.153 0.604
O: 0.803 -1.746 -1.005

Atomic partial charges in e from the Mulliken method, atoms 1 to 2:
1 C -1.6359
2 C 0.8858



No. 3
C6H8N2O in the gas phase in a non-equilibrium geometry. Source: OMol25; level of theory: ωB97M-V/def2-TZVPD.

Values from the calculation:
SMILES = CC1=C(N)O[C@H](C#N)C1
maximum force = 3.267 eV Å⁻¹
charge = 0
gap between HOMO and LUMO = 8.58 eV

Atoms and positions in Å:
C: 0.216 1.843 -0.193
C: -0.039 0.801 -1.287
C: -0.756 -1.662 -0.600
C: 0.929 -0.115 0.579
C: -0.155 -0.333 -0.270
N: 1.495 -0.910 1.528
O: 1.213 1.205 0.632
C: -1.187 1.382 0.638
N: -2.157 1.510 1.252
H: 0.498 2.867 -0.421
H: 1.046 -1.795 1.701
H: 1.843 -0.438 2.348
H: -0.981 0.973 -1.808
H: 0.770 0.687 -2.019
H: -0.275 -2.097 -1.479
H: -1.817 -1.551 -0.824
H: -0.644 -2.366 0.223

Atomic partial charges in e from the Mulliken method, atoms 1 to 2:
1 C -0.1652
2 C -0.3742



No. 4
C6H8N2O in the gas phase in a non-equilibrium geometry. Source: OMol25; level of theory: ωB97M-V/def2-TZVPD.

Values from the calculation:
SMILES = C1=C\CO/N=C\N\C=C/1
maximum force = 9.198 eV Å⁻¹
charge = 0
gap between HOMO and LUMO = 8.65 eV

Atoms and positions in Å:
C: 0.702 -0.171 2.008
C: -1.591 0.586 -0.238
C: 0.334 0.557 -1.837
C: 0.940 -0.514 -1.359
C: 0.519 -1.458 -0.433
C: 0.829 -1.375 1.018
H: -0.161 -0.461 2.756
H: 1.718 0.120 2.664
H: -2.630 0.610 -0.442
H: -1.474 1.257 -2.248
H: 0.880 0.983 -2.599
H: 1.946 -0.766 -1.892
H: 0.195 -2.456 -0.649
H: 0.909 -2.213 1.741
N: -1.216 0.491 0.988
N: -0.808 1.160 -1.339
O: 0.299 0.703 1.022

Atomic partial charges in e from the Mulliken method, atoms 1 to 2:
1 C -0.3237
2 C -0.1072



No. 5
C6H8N2O2 in the gas phase in a non-equilibrium geometry. Source: OMol25; level of theory: ωB97M-V/def2-TZVPD.

Values from the calculation:
SMILES = Cn1c(C=O)cc(=O)n1C
maximum force = 3.774 eV Å⁻¹
charge = 0
gap between HOMO and LUMO = 7.76 eV

Atoms and positions in Å:
C: -0.059 -1.944 0.328
C: 0.911 -1.032 -0.002
C: -1.326 -1.309 0.415
C: 2.351 -1.071 0.025
C: 0.916 1.455 -0.499
C: -2.024 1.096 0.012
N: 0.251 0.170 -0.260
N: -1.074 0.029 -0.008
O: -2.443 -1.691 0.712
O: 3.095 -0.285 -0.482
H: 0.024 -2.954 0.597
H: 2.714 -1.959 0.677
H: 1.206 1.693 -1.501
H: 0.286 2.255 -0.079
H: 2.011 1.455 0.092
H: -2.483 1.148 -1.018
H: -2.809 0.903 0.782
H: -1.546 2.039 0.206

Atomic partial charges in e from the Mulliken method, atoms 1 to 2:
1 C -0.9964
2 C 0.4768



No. 6
C6H8N2O2 in the gas phase in a non-equilibrium geometry. Source: OMol25; level of theory: ωB97M-V/def2-TZVPD.

Values from the calculation:
SMILES = Nc1oc(=O)[nH]c1C1CC1
maximum force = 3.498 eV Å⁻¹
charge = 0
gap between HOMO and LUMO = 8.06 eV

Atoms and positions in Å:
C: -0.353 -0.308 0.045
C: -1.299 -0.383 -0.916
C: -2.273 0.841 0.550
C: 1.981 0.859 0.276
C: 2.064 -0.301 1.140
C: 1.085 -0.394 -0.039
N: -1.048 0.465 0.999
N: -1.434 -1.141 -2.085
O: -3.107 1.433 1.169
O: -2.400 0.418 -0.704
H: 1.398 1.701 0.619
H: 2.881 0.944 -0.332
H: 2.783 -1.073 1.056
H: 1.695 -0.329 2.184
H: 1.494 -1.226 -0.696
H: -0.762 0.763 1.980
H: -0.572 -1.565 -2.562
H: -2.133 -0.704 -2.685

Atomic partial charges in e from the Mulliken method, atoms 1 to 2:
1 C -0.0576
2 C 0.5597



No. 7
C6H8N2O2S in the gas phase in a non-equilibrium geometry. Source: OMol25; level of theory: ωB97M-V/def2-TZVPD.

Values from the calculation:
SMILES = Nc1ccc(S(N)(=O)=O)cc1
maximum force = 4.758 eV Å⁻¹
charge = 0
gap between HOMO and LUMO = 9.40 eV

Atoms and positions in Å:
C: -2.678 -0.060 0.064
C: -1.894 -1.173 -0.065
C: -0.490 -1.018 -0.192
C: 0.214 0.117 -0.195
C: -0.583 1.314 -0.082
C: -2.013 1.184 0.128
H: -4.541 -0.847 -0.657
H: -4.814 0.718 0.368
H: -2.310 -2.274 0.149
H: 0.064 -1.963 -0.120
H: -0.087 2.411 -0.302
H: -2.655 2.006 0.341
H: 1.779 -1.182 1.852
H: 1.540 0.290 2.101
N: -4.102 -0.125 0.016
N: 2.240 -0.373 1.552
O: 2.416 1.325 -0.439
O: 2.365 -1.120 -0.887
S: 1.904 0.032 -0.128

Atomic partial charges in e from the Mulliken method, atoms 1 to 2:
1 C 0.7041
2 C -0.6759



No. 8
2 unconnected molecules or ions with the total composition C6H8N2O4 in a non-equilibrium geometry. Source: OMol25; level of theory: ωB97M-V/def2-TZVPD.

Values from the calculation:
maximum force = 8.872 eV Å⁻¹
charge = 0
gap between HOMO and LUMO (spin up / spin down) = 7.48 / 9.03 eV

Atoms and positions in Å:
C: -1.258 0.889 -2.623
C: -1.446 1.975 -1.561
C: -0.561 -0.913 2.289
C: 0.636 -0.347 2.142
C: 1.407 -1.547 -0.375
C: 0.978 0.479 0.954
N: -1.607 -0.009 -0.641
N: 1.086 -0.150 -0.314
O: -1.106 1.005 -3.785
O: -1.511 3.165 -1.712
O: -1.426 -0.284 -1.964
O: -1.589 1.278 -0.420
H: -0.849 -1.323 3.197
H: -1.391 -0.803 1.558
H: 1.533 -0.468 2.730
H: 2.196 -1.428 -1.183
H: 2.075 -1.921 0.433
H: 0.580 -1.966 -0.636
H: 1.965 1.004 1.171
H: 0.287 1.363 0.740

Atomic partial charges in e from the Mulliken method, atoms 1 to 2:
1 C 0.5248
2 C 0.6018



Calculated total energy? In order: -11377.1386, -11375.5225, -11376.9037, -11372.4950, -13424.6628, -13425.2166, -24259.6718, -17513.9949 eV.